No. 1
Molecular formula: C48H96O28S8
Method: DFT, the ωB97M-V functional and the def2-TZVPD basis

The calculation puts the LUMO energy at 0.154 eV. The value obtained for the largest force on an atom is 2.08 eV/Å. The value obtained for the gap between HOMO and LUMO is 10.1 eV. The spin multiplicity is 1. Its total energy is -195343.4287 eV.

Last column: Mulliken charge in e.
Element x y z (Å)
H1 18.97946 20.91322 -8.17328  0.55
H2 12.52330 17.59531 -13.59155  0.10
O1 11.21137 23.35288 -8.82752  -0.10
O2 5.66443 22.18872 -8.18001  -0.57
C1 15.70016 21.75560 -4.19712  0.56
S1 10.45880 23.16692 -14.44363  1.23
H3 9.29020 20.47230 -9.12915  -0.15
H4 14.96832 20.95332 -4.11386  -0.12
H5 21.35141 18.45142 -8.64582  0.32
O3 4.61544 23.94264 -7.23196  -0.32
H6 13.74922 23.74824 -5.25221  -0.39
O4 13.40588 24.07481 -9.78147  -0.81
O5 18.25418 16.67461 -7.63647  -0.55
O6 6.75827 23.81409 -7.04162  -0.36
O7 16.83906 24.85926 -3.78209  -0.66
O8 19.63562 20.86188 -6.16024  -0.22
H7 6.57022 19.59649 -7.92882  0.58
C2 9.50310 19.69922 -1.93290  -1.00
O9 13.17412 19.91907 -6.25002  -0.24
H8 10.89735 18.04955 -2.16853  0.03
H9 8.38314 17.67916 -14.02147  0.47
H10 9.92700 23.76664 -10.91604  0.20
H11 13.95659 21.73276 -11.11730  0.59
C3 12.56835 25.22619 -6.32931  -0.82
H12 15.03368 17.95368 -5.86661  -0.16
C4 6.93747 19.47258 -6.91433  0.03
C5 15.35051 18.59700 -10.91040  -0.37
O10 11.28931 24.20191 -14.98517  -0.68
C6 6.52548 17.05924 -5.83522  -0.91
H13 9.53789 17.96650 -3.26777  0.25
H14 15.11470 18.10625 -9.96520  -0.13
C7 12.02999 15.20870 -4.36998  -0.05
H15 13.43818 13.63272 -4.20834  0.36
S2 10.36051 17.41311 -12.72089  0.98
H16 9.60521 16.72581 -16.16153  0.39
O11 9.70397 16.37794 -11.96977  -0.77
C8 12.32312 25.52394 -7.79898  -1.04
C9 11.83526 16.75699 -13.52672  -0.29
C10 11.38470 22.01727 -13.42011  -0.34
H17 22.81798 23.13591 -4.76851  0.36
O12 8.95125 17.96519 -6.01227  -0.40
C11 15.29918 18.33220 -6.85506  0.48
H18 13.21027 26.08033 -8.11131  0.38
H19 17.38361 20.51180 -4.65378  0.03
O13 16.23641 20.95427 -8.72244  -0.39
S3 16.95987 23.68456 -2.94789  1.18
H20 14.66215 24.59909 -6.44603  0.46
H21 17.40953 19.02628 -10.23690  0.39
C12 11.05666 19.37591 -3.85826  0.14
H22 17.04651 13.39500 -6.38309  0.26
O14 21.39030 21.77692 -5.34321  -0.28
H23 18.03201 22.81856 -4.85250  0.21
C13 9.89280 16.54116 -15.12738  -0.64
H24 8.19591 20.60653 -3.54459  -0.10
H25 11.93883 16.85307 -15.65999  0.33
H26 3.47432 23.45403 -8.94457  0.34
O15 7.86313 17.23233 -8.13349  -0.73
H27 11.21446 21.06456 -7.87246  -0.92
H28 8.83371 21.74744 -2.43827  0.56
H29 15.31159 15.08892 -3.34530  0.54
H30 9.82746 18.77204 -9.25598  0.55
C14 5.84847 19.42547 -5.84890  -0.73
H31 18.97616 22.39905 -3.38660  0.62
C15 14.34811 15.48484 -3.65922  -0.35
H32 9.25831 22.33473 -11.61707  0.19
H33 14.27525 19.69186 -12.37412  0.33
S4 12.51905 23.94022 -8.65664  1.08
C16 18.87921 16.00323 -6.84534  0.75
H34 6.85785 18.44235 -4.24194  -0.19
H35 9.30374 15.66622 -14.83904  0.31
H36 2.14864 24.48826 -6.35729  0.30
H37 7.03110 16.25574 -5.30722  0.46
H38 17.82727 21.18140 -6.85430  0.07
H39 15.92139 17.58578 -7.34333  0.01
H40 18.37464 19.52782 -7.15280  0.18
O16 11.40226 21.94860 -3.12524  -0.75
H41 8.66122 19.21784 -1.43830  0.41
C17 20.69855 17.47890 -6.77639  0.66
H42 15.84754 19.26992 -6.78245  -0.05
H43 4.87272 19.39238 -6.33310  0.29
H44 13.19979 19.10149 -11.06752  0.07
H45 11.00975 15.89957 -2.50182  0.35
H46 9.72455 18.69188 -14.55987  0.24
C18 17.09953 21.23496 -3.89111  -0.81
C19 17.98476 22.48122 -3.81554  -0.64
H47 19.98247 18.29055 -6.60643  -0.43
H48 15.65504 22.30246 -5.13956  -0.13
H49 11.65855 14.27462 -2.42698  0.41
H50 11.32011 14.50433 -4.79990  0.40
H51 12.22814 15.98051 -12.87604  0.51
C20 18.66535 20.57360 -7.19322  -0.70
H52 11.63532 15.22852 -15.07654  0.27
H53 14.51377 16.48691 -4.06332  -0.16
S5 16.08001 21.04540 -10.15562  1.08
C21 21.21483 17.47159 -8.19274  -1.21
O17 21.22067 21.57135 -7.59959  -0.61
C22 9.05608 20.77805 -2.89728  -0.52
H54 3.12835 22.54020 -7.58391  0.24
H55 10.43168 19.70067 -7.02859  -1.07
H56 16.40276 15.05259 -6.42752  -0.05
H57 17.20148 14.36625 -7.86605  0.31
O18 10.20204 21.37082 -5.25520  -0.21
H58 22.19404 16.97994 -8.18764  0.34
C23 3.39309 23.57278 -7.85961  -0.15
H59 10.68182 20.14407 -10.01423  -0.54
H60 12.53962 22.46412 -6.90060  -1.11
C24 10.15557 19.79992 -9.11912  -0.85
S6 10.53365 21.08754 -3.88105  0.84
C25 17.19958 14.39277 -6.77762  -0.28
H61 12.79927 26.14417 -5.78298  0.52
O19 14.16367 18.50274 -7.69373  -0.51
H62 15.38382 22.19334 -2.12230  0.44
C26 23.75824 21.24477 -5.25587  -1.07
O20 20.06464 16.27930 -6.33176  -0.43
H63 11.89254 16.20727 -4.78891  -0.15
H64 11.38945 25.99788 -8.07525  0.49
C27 2.30976 24.51769 -7.43490  -1.24
H65 10.92857 21.03087 -13.46522  -0.19
C28 13.66796 24.18386 -6.24879  -0.01
C29 10.24211 18.65469 -2.79738  -0.11
H66 8.45556 23.76105 -13.33292  0.43
C30 11.38992 16.27505 -14.91368  -0.85
H67 12.14295 19.27568 -3.83235  0.54
H68 10.18566 20.12551 -1.20035  0.37
H69 13.77327 14.65616 -5.59539  0.38
C31 11.81271 15.26358 -2.86248  -0.80
C32 14.17940 19.51683 -11.29701  -0.33
H70 14.57065 23.41361 -3.15418  0.51
C33 9.44810 17.68558 -14.23938  -0.67
O21 16.62530 22.10463 -10.95912  -0.77
H71 12.37985 21.93530 -13.86580  0.51
O22 10.69914 18.66075 -12.08157  -0.34
C34 9.50482 23.87811 -13.07921  -0.81
C35 15.42151 22.74809 -3.06201  -1.00
H72 12.11063 23.39660 -11.85592  0.35
H73 21.47320 17.73701 -6.05701  0.38
H74 24.74262 21.72095 -5.25260  0.38
H75 20.59399 16.89689 -8.88017  0.34
C36 11.37776 22.61050 -12.04066  0.90
C37 20.79285 21.42849 -6.48343  0.72
C38 13.33867 23.11290 -7.26883  1.21
H76 11.61876 21.84049 -11.30510  -0.89
O23 13.78039 14.86642 -1.12519  -0.75
O24 17.35302 23.82240 -1.57506  -0.72
C39 22.71935 22.30520 -5.46874  -0.31
H77 17.09274 20.70844 -2.93252  0.59
H78 17.02494 19.71611 -11.80223  0.44
H79 5.76045 16.70056 -6.52413  0.37
C40 6.05992 18.18808 -4.95142  -0.21
O25 9.59268 22.38032 -15.28623  -0.69
H80 13.90304 20.83715 -9.58917  -1.14
H81 8.80913 23.64476 -6.91321  0.15
C41 5.68494 23.22775 -7.58008  0.75
H82 23.74089 20.49294 -6.04426  0.27
H83 11.68032 24.88466 -5.78411  0.21
H84 2.62450 25.54495 -7.63778  0.32
C42 9.96068 23.15289 -11.81311  -0.53
O26 12.14967 19.13431 -8.08925  -0.75
H85 23.67039 20.75095 -4.28750  0.29
H86 10.83170 18.94214 -4.83390  -0.56
H87 7.73886 20.19094 -6.73491  -0.41
C43 11.02434 19.99611 -7.88954  2.98
C44 14.33880 20.86366 -10.59446  0.54
C45 13.18029 19.28950 -7.26745  1.21
C46 8.00859 23.51834 -7.63723  -0.34
H88 5.19654 18.04514 -4.30250  0.47
S7 13.40201 15.79744 -2.14953  1.15
C47 16.60371 19.45652 -10.82877  -0.94
C48 13.45548 14.67162 -4.55460  -0.73
H89 9.76507 24.93448 -13.02707  0.37
H90 14.14703 22.49086 -7.64886  -0.06
O27 13.40505 17.21511 -1.88655  -0.58
H91 8.19810 24.19867 -8.47149  0.41
S8 7.77320 17.87041 -6.85161  0.93
H92 5.87538 20.31738 -5.22352  0.42
H93 15.45314 17.80449 -11.65206  0.56
H94 8.10136 22.50473 -8.02885  0.09
O28 18.44132 14.88002 -6.29163  -0.38
H95 22.84085 22.78711 -6.44026  0.33
H96 1.38931 24.29224 -7.96621  0.38


No. 2
Molecular formula: C22H22CdI2N3O2S
Method: DFT, the ωB97M-V functional and the def2-TZVPD basis

The calculation puts the LUMO energy at -2.534 eV. As for the charge: +1. The calculation puts the energy relative to the best compared isomer or geometry (same formula, charge and spin) at 57.7 kJ/mol. The value obtained for the largest force on an atom is 1.36 eV/Å. The value obtained for the gap between HOMO and LUMO is 7.5 eV. The spin multiplicity is 1. Its total energy is -63333.1009 eV.

Last column: Mulliken charge in e.
Element x y z (Å)
H1 -2.71378 -2.17481 1.34208  0.45
C1 2.66095 -0.15497 4.43640  -0.36
C2 -2.02083 2.24129 1.32923  0.14
H2 1.85566 2.04271 -3.78655  0.32
H3 -3.43276 5.39150 -1.41273  0.42
H4 -1.64787 1.91670 2.29174  0.10
N1 1.54266 -1.12253 -0.31667  -0.05
C3 0.23382 0.70182 -3.31402  -0.16
C4 -1.86987 -2.84804 1.25728  -0.22
N2 -2.13665 1.44238 0.30680  -0.42
H5 0.81204 -0.22113 -3.38009  0.35
H6 1.56333 -1.14986 -1.32910  0.03
C5 -3.28270 4.33612 -1.59662  -0.50
S1 -2.43842 3.87591 1.06746  -0.19
C6 0.86224 1.79016 -4.15785  -1.35
C7 2.63452 -0.20760 0.13724  -0.97
H7 0.95748 1.45478 -5.19035  0.40
C8 0.31363 -4.43929 1.01517  -0.86
C9 -1.98121 -4.17212 1.61836  -0.72
I1 5.48385 -1.23777 4.77201  0.08
N3 -0.72881 -2.31689 0.79319  0.14
H8 4.65225 -0.92367 1.81252  0.41
C10 -2.94489 1.57112 -2.04121  -0.31
C11 -0.86245 -4.98628 1.49213  -0.27
H9 2.64285 -0.18847 5.51673  0.38
C12 -3.40383 2.40148 -3.04184  -0.63
H10 2.12397 -3.16001 -0.51452  0.42
H11 -0.78178 0.49280 -3.65960  0.22
H12 2.31130 -2.45830 1.08452  0.29
H13 0.24056 2.68841 -4.14714  0.37
C13 3.78063 -0.56851 2.34956  -0.42
H14 -0.90990 -6.03225 1.76350  0.44
H15 -2.85464 0.50194 -2.18921  0.49
C14 1.56619 0.29697 3.72877  -0.19
O1 0.51645 0.91294 1.68573  -1.18
C15 0.34975 -3.09255 0.67402  0.50
C16 -2.82603 3.49688 -0.58417  0.84
H16 -3.67902 1.98170 -4.00070  0.43
I2 -0.19371 0.84314 4.73584  0.03
C17 3.78221 -0.56683 3.73262  -0.34
O2 0.20778 1.06352 -1.92059  -0.13
H17 -3.89633 4.41138 -3.63468  0.42
C18 -2.61846 2.12783 -0.80372  -0.18
C19 1.54341 0.38467 2.32177  0.24
H18 -0.03909 1.99476 -1.87576  0.10
H19 -2.91963 -4.56090 1.98597  0.40
H20 3.59761 -0.56215 -0.23990  0.40
C20 2.67531 -0.11776 1.64028  0.65
C21 1.65966 -2.48586 0.20903  -0.69
H21 1.20458 -5.04389 0.90789  0.41
Cd1 -0.47077 -0.12142 0.25133  1.53
C22 -3.55298 3.77711 -2.82877  -0.57
H22 2.43172 0.77384 -0.29340  0.29


Number 1: highest occupied orbital energy -9.95 eV. Number 2: highest occupied orbital energy -10.04 eV.